1.
109
Properties=species:S:1:pos:R:3:forces:R:3:lowdin_charge:R:1 method="wB97M-V/def2-TZVPD" homo_lumo_gap_ev=8.63
C 0.20449 2.98367 -1.81170 0.448 0.575 0.029 -0.122
O -0.11605 2.42975 -3.09948 -0.136 -0.597 1.262 -0.224
C -1.16121 1.44388 -3.02159 -0.944 -0.350 -1.198 -0.208
C -0.71977 0.04945 -3.63374 0.146 -0.573 0.331 -0.174
C -0.43178 -1.04432 -2.53559 0.145 1.250 0.499 -0.194
C 0.91810 -0.62804 -1.77829 -0.446 -0.547 -0.545 -0.179
C 2.07735 -1.69580 -1.90568 -0.447 -0.360 0.816 -0.184
C 2.68956 -2.15239 -0.49264 1.237 0.667 -1.492 -0.184
C 3.81206 -1.10315 -0.06451 -0.247 -0.406 0.338 -0.159
C 3.16746 0.05200 0.78767 -0.301 -1.646 0.225 -0.209
N 4.02961 1.27728 0.94174 -1.995 0.569 1.254 -0.132
C 3.62034 2.39047 0.00823 -1.209 1.858 0.102 -0.223
O 3.07529 1.95118 -1.22241 1.952 -0.253 0.295 -0.073
C 4.03657 1.69499 -2.19050 1.412 -0.783 -2.766 -0.237
C 3.54047 1.55648 -3.56875 1.031 -0.140 0.275 0.000
C 4.40897 1.25311 -4.69471 0.506 0.178 2.293 -0.072
C 5.84203 1.05379 -4.47051 -1.878 0.653 1.764 -0.092
C 6.34233 1.20587 -3.10346 -1.410 0.017 -0.954 -0.075
C 5.46593 1.51656 -1.96299 -0.626 -0.107 -1.701 -0.026
S 3.65226 1.83710 2.52015 3.173 0.607 3.322 0.704
O 4.31262 1.02210 3.53131 -1.840 -0.460 -1.858 -0.282
O 4.03060 3.21853 2.73579 -1.637 -0.820 -1.713 -0.260
F 2.01278 1.66900 2.78787 1.959 0.314 -0.918 -0.204
H -0.45197 3.87267 -1.57855 0.433 -0.963 -0.107 0.098
H 0.15396 2.22292 -0.97890 -0.107 0.648 -0.857 0.092
H 1.25061 3.35950 -1.86550 -0.968 -0.301 0.021 0.043
H -1.56403 1.35988 -1.97891 0.467 -0.078 -0.768 0.119
H -2.01311 1.82388 -3.66128 0.742 -0.322 0.687 0.122
H -1.49784 -0.37606 -4.32058 0.791 0.813 0.542 0.075
H 0.24531 0.23110 -4.18213 -0.944 -0.128 0.205 0.109
H -1.27743 -0.98098 -1.78988 0.745 -0.269 -0.742 0.090
H -0.41419 -2.09542 -2.91697 0.133 0.965 0.168 0.096
H 1.28130 0.31210 -2.27227 -0.454 -0.628 0.903 0.073
H 0.60869 -0.44255 -0.70909 0.718 -0.092 -1.004 0.104
H 2.90653 -1.30533 -2.56687 -0.759 -0.346 0.775 0.104
H 1.65636 -2.60108 -2.41320 0.385 0.734 0.517 0.084
H 1.91728 -2.28560 0.30228 0.536 -0.009 -0.779 0.101
H 3.23015 -3.12007 -0.70501 -0.714 0.808 0.548 0.110
H 4.33987 -0.76033 -0.98933 -0.564 0.001 0.813 0.093
H 4.60122 -1.61504 0.56218 -0.817 0.617 -0.493 0.116
H 2.11508 0.29682 0.46783 1.271 -0.001 0.006 0.115
H 3.05621 -0.37398 1.82865 0.156 0.324 -1.100 0.110
H 4.44103 3.14397 -0.15703 -0.533 -1.130 0.243 0.143
H 2.79554 2.96688 0.52137 0.660 -0.494 -0.923 0.129
H 2.43987 1.67532 -3.74675 1.119 -0.027 0.269 0.105
H 3.92527 1.17578 -5.69757 0.680 0.010 0.955 0.102
H 6.48081 0.79208 -5.34101 -0.329 0.276 0.999 0.091
H 7.44528 1.05806 -2.98086 -1.237 0.205 0.272 0.097
H 5.88534 1.59786 -0.93591 -0.274 -0.146 -0.987 0.105
C -1.11447 0.81242 6.64360 -0.057 -0.056 0.109 -0.263
S -0.61530 0.34122 4.97662 0.048 0.043 -0.007 0.810
O -1.23681 -0.98515 4.68146 0.032 0.090 0.169 -0.560
C 1.11015 0.04900 5.37614 0.131 -0.115 0.044 -0.265
H -2.18657 1.00698 6.63987 0.043 -0.013 -0.086 0.046
H -0.89449 0.00220 7.34029 0.021 -0.025 -0.076 0.057
H -0.58324 1.71790 6.93931 -0.002 -0.015 -0.069 0.056
H 1.19293 -0.71321 6.15234 -0.119 0.005 -0.018 0.063
H 1.56798 0.97970 5.71301 -0.021 0.004 -0.087 0.062
H 1.61219 -0.29527 4.47340 -0.055 0.066 0.014 0.038
C -2.03696 -4.68095 0.38360 0.171 0.018 -0.285 -0.278
S -0.50883 -5.07568 -0.48293 -0.225 0.037 0.061 0.839
O 0.11838 -3.78193 -0.87756 -0.127 -0.160 -0.007 -0.544
C -1.29602 -5.76656 -1.95091 -0.024 0.026 -0.147 -0.265
H -1.78630 -4.19752 1.32335 0.050 -0.082 -0.084 0.032
H -2.64203 -4.00421 -0.22270 0.088 -0.010 -0.076 0.051
H -2.58817 -5.59804 0.58669 0.063 0.042 0.067 0.048
H -1.95016 -5.02146 -2.40705 0.038 0.049 0.066 0.049
H -1.86944 -6.65199 -1.67305 0.041 0.023 0.050 0.051
H -0.51705 -6.04785 -2.65915 0.024 0.036 0.085 0.049
C -2.54935 -3.86597 5.11382 0.001 -0.013 -0.039 -0.272
S -3.10284 -5.29050 4.15858 -0.005 0.095 0.161 0.828
O -3.45509 -4.80030 2.79401 -0.224 -0.017 0.433 -0.566
C -4.64580 -5.53345 5.05875 -0.127 0.002 0.009 -0.273
H -1.60636 -3.51496 4.69671 -0.091 0.006 -0.027 0.037
H -3.29011 -3.06793 5.05442 0.030 -0.032 -0.083 0.055
H -2.39740 -4.16258 6.15265 -0.001 -0.067 -0.038 0.055
H -5.25444 -4.62989 5.00287 0.076 0.017 -0.051 0.056
H -4.42541 -5.77563 6.09922 0.048 -0.007 -0.042 0.051
H -5.18418 -6.36268 4.60090 0.091 0.024 -0.032 0.048
C -3.63422 0.62790 2.86247 0.052 0.034 0.023 -0.278
S -4.78759 0.85401 1.49609 0.097 0.042 0.066 0.788
O -4.09094 1.65298 0.45017 -0.108 -0.076 0.146 -0.548
C -5.90056 1.96855 2.37424 -0.050 0.106 0.052 -0.271
H -2.82081 -0.01369 2.52573 -0.078 -0.016 -0.010 0.044
H -3.23055 1.59341 3.17212 -0.043 0.029 -0.101 0.056
H -4.14845 0.15000 3.69750 0.002 -0.051 -0.062 0.054
H -5.35296 2.84905 2.71317 0.057 -0.047 -0.057 0.057
H -6.34024 1.44720 3.22576 0.023 -0.036 -0.044 0.051
H -6.69137 2.27420 1.68997 0.073 -0.065 -0.033 0.049
C -4.55681 -1.40287 -1.40449 -0.080 0.073 0.024 -0.278
S -4.32193 -2.12229 -3.04098 0.062 0.052 0.079 0.809
O -3.41872 -1.21338 -3.79899 -0.427 -0.164 0.088 -0.541
C -6.00191 -1.82077 -3.62190 -0.119 0.061 -0.026 -0.270
H -3.60837 -1.44873 -0.86963 0.015 -0.015 -0.104 0.039
H -4.87107 -0.36194 -1.49691 0.089 -0.002 -0.051 0.050
H -5.30824 -1.97669 -0.85950 0.031 -0.047 -0.040 0.055
H -6.22513 -0.75404 -3.57449 0.096 -0.008 0.025 0.058
H -6.70627 -2.38105 -3.00527 0.055 -0.017 0.003 0.050
H -6.07470 -2.16142 -4.65423 0.099 -0.016 0.051 0.048
C 4.45596 6.26718 -1.92224 0.063 -0.085 -0.099 -0.266
S 2.75973 6.51548 -1.36468 0.021 0.065 0.020 0.832
O 2.17734 5.16953 -1.10091 0.296 0.217 -0.005 -0.552
C 2.12008 7.07425 -2.95409 -0.025 -0.052 -0.136 -0.264
H 5.03802 5.87593 -1.08826 -0.099 0.040 0.031 0.047
H 4.47530 5.55206 -2.74655 -0.081 -0.012 0.033 0.059
H 4.87721 7.22144 -2.24135 -0.041 0.001 0.044 0.052
H 2.28762 6.30790 -3.71230 0.010 -0.041 0.080 0.061
H 2.61696 8.00243 -3.23979 0.007 -0.013 0.070 0.052
H 1.05062 7.25376 -2.84978 0.056 -0.041 0.094 0.052

---

2.
113
Properties=species:S:1:pos:R:3:forces:R:3:lowdin_charge:R:1 method="wB97M-V/def2-TZVPD" charge=+1 homo_lumo_gap_ev=9.51
C 1.43338 1.14469 3.09161 0.104 -0.076 -0.099 -0.117
O 0.68006 -0.04596 2.99315 -0.011 0.147 -0.106 -0.231
C 0.24700 -0.51985 4.26603 0.025 -0.251 0.250 -0.232
C -1.22155 -1.00440 4.28556 0.714 -0.134 -0.444 -0.161
C -1.92286 -1.11255 2.92483 -0.739 0.090 0.379 -0.199
C -2.77663 0.11515 2.58208 1.016 -0.036 -0.407 -0.196
C -1.96865 1.40009 2.38370 -0.440 0.069 0.529 -0.208
C -2.88513 2.59274 2.10564 0.025 0.073 -0.285 -0.193
C -3.32957 2.81722 0.65029 -0.100 -0.061 0.465 -0.201
C -2.24571 2.70214 -0.43233 -0.796 0.212 0.026 -0.202
C -2.35846 1.36751 -1.17814 1.035 0.205 0.300 -0.193
C -1.01761 0.80911 -1.70986 -0.791 -0.063 0.073 -0.202
C -1.06294 -0.71882 -1.67795 -0.192 0.500 -0.605 -0.230
C -0.09954 -1.40785 -2.65540 -0.202 -0.576 1.266 -0.246
P 1.63006 -1.44421 -2.16641 -0.798 0.056 -1.075 0.827
N 1.73886 -0.72414 -0.69002 0.614 -0.538 0.245 0.000
C 2.23137 -3.13787 -2.30854 -0.326 0.151 0.094 -0.160
C 1.69662 -4.15351 -1.27545 0.541 -1.433 0.353 -0.689
N 2.63008 -5.29996 -1.36716 0.018 0.481 -0.115 0.076
N 1.64439 -3.59901 0.08909 0.086 0.709 -0.503 0.076
N 0.40389 -4.68622 -1.68448 0.186 0.367 0.286 0.088
O 2.43598 -0.63641 -3.26140 0.393 0.015 1.084 -0.213
C 2.87555 0.73352 -2.97565 0.039 0.467 -0.405 -0.159
C 4.16062 0.89287 -2.18660 0.805 0.172 -0.280 -0.333
C 4.61849 2.35250 -2.40282 -0.527 -0.653 0.116 -0.038
C 5.31574 -0.05057 -2.61910 0.090 -0.069 0.133 -0.360
C 5.39329 -1.32992 -1.76019 -0.083 0.055 -0.131 -0.048
C 5.35935 -0.37299 -4.11799 -0.249 -0.377 0.679 -0.066
H 0.82354 1.97016 3.46675 0.022 0.032 0.139 0.077
H 1.79131 1.42312 2.10036 -0.101 -0.118 -0.124 0.078
H 2.31218 1.00597 3.72782 -0.021 0.069 0.130 0.092
H 0.90252 -1.34752 4.55786 0.051 -0.024 -0.088 0.116
H 0.38114 0.25069 5.03315 0.026 -0.044 -0.305 0.047
H -1.78409 -0.35151 4.94915 -0.225 -0.038 0.022 0.073
H -1.20554 -2.00251 4.72037 -0.106 0.031 0.235 0.106
H -2.62545 -1.94500 3.01048 0.048 -0.119 -0.116 0.106
H -1.23961 -1.36289 2.11431 0.191 0.075 -0.002 0.093
H -3.33006 -0.10718 1.66662 -0.337 0.059 0.114 0.104
H -3.45044 0.29906 3.41803 -0.348 -0.118 -0.123 0.117
H -1.16919 1.26957 1.65386 -0.029 0.032 -0.167 0.100
H -1.48336 1.60489 3.33994 0.240 -0.018 0.007 0.074
H -3.79519 2.42995 2.68555 -0.041 0.156 0.162 0.110
H -2.45239 3.51883 2.48768 0.216 -0.019 -0.026 0.110
H -3.79291 3.80221 0.61374 -0.045 0.075 -0.048 0.106
H -4.13968 2.11156 0.45625 -0.010 -0.050 -0.309 0.107
H -2.43880 3.51904 -1.12609 0.328 0.035 -0.194 0.073
H -1.25774 2.86826 -0.00174 0.100 -0.126 0.005 0.106
H -2.77712 0.62985 -0.49340 -0.185 -0.075 -0.033 0.093
H -3.02598 1.50496 -2.02724 -0.313 -0.238 0.100 0.105
H -0.93911 1.13792 -2.74746 0.477 0.070 -0.042 0.112
H -0.18904 1.19042 -1.11487 0.149 0.086 -0.109 0.094
H -2.06211 -0.99656 -2.01642 -0.068 -0.165 0.062 0.123
H -0.98355 -1.07697 -0.65056 0.084 -0.145 0.041 0.101
H -0.19678 -0.99737 -3.65231 0.199 0.127 -0.123 0.049
H -0.39620 -2.45840 -2.70622 0.075 -0.067 -0.277 0.072
H 2.62780 -0.95850 -0.25089 0.041 0.457 0.044 0.061
H 1.03331 -1.07727 -0.04213 -0.179 0.198 -0.089 0.068
H 1.86559 -3.48683 -3.27429 0.014 0.030 -0.115 0.094
H 3.31574 -3.17973 -2.36781 0.128 0.307 0.141 0.079
H 3.57829 -4.95915 -1.23464 -0.008 -0.127 -0.090 0.077
H 2.46606 -5.93613 -0.59152 -0.130 -0.070 -0.095 0.082
H 1.57330 -4.34836 0.76926 -0.204 -0.050 -0.073 0.088
H 2.54049 -3.15270 0.27238 -0.037 -0.077 0.201 0.071
H -0.34747 -4.16615 -1.24371 -0.011 -0.163 0.095 0.078
H 0.36242 -5.65271 -1.38144 -0.272 0.019 -0.168 0.083
H 2.05104 1.29810 -2.54244 -0.059 -0.116 0.215 0.120
H 3.04861 1.17634 -3.95404 -0.081 -0.264 -0.205 0.127
H 4.02768 0.78656 -1.10958 -0.306 -0.193 0.056 0.125
H 3.83986 3.03446 -2.06389 0.111 0.236 -0.030 0.091
H 5.53237 2.50201 -1.83780 0.041 0.273 0.015 0.092
H 4.81285 2.50872 -3.46176 0.117 0.180 -0.043 0.050
H 6.23360 0.49198 -2.39402 -0.004 0.192 -0.022 0.125
H 4.49629 -1.45940 -1.15246 -0.106 -0.107 0.035 0.038
H 5.52227 -2.22361 -2.37131 0.005 -0.052 -0.017 0.075
H 6.22487 -1.28549 -1.06094 0.053 -0.034 0.052 0.085
H 6.33275 -0.80194 -4.34358 0.095 0.161 -0.237 0.091
H 4.62231 -1.14490 -4.33501 -0.117 0.080 -0.256 0.054
H 5.17755 0.50735 -4.72620 0.123 -0.001 -0.182 0.041
C -0.42137 -1.32697 -7.13511 0.043 0.091 -0.115 -1.020
Cl -1.67595 -0.10579 -6.90566 0.030 0.007 0.003 0.521
Cl -0.39414 -2.48679 -5.79536 -0.016 -0.173 -0.080 0.547
H -0.61699 -1.86738 -8.05316 -0.073 -0.042 0.038 0.031
H 0.54255 -0.83566 -7.18203 0.005 0.001 0.070 0.007
C -3.50818 3.82303 -4.46535 -0.053 -0.062 -0.024 -1.024
Cl -4.64624 4.19894 -3.16748 0.000 -0.045 -0.003 0.526
Cl -1.95491 4.63858 -4.24184 0.042 -0.038 -0.013 0.500
H -3.33539 2.75302 -4.47333 0.018 0.001 0.047 0.011
H -3.93775 4.14304 -5.40684 0.012 0.085 0.022 0.025
C -1.31364 1.70021 7.90457 -0.042 -0.047 0.147 -0.985
Cl -0.91825 2.06597 6.21554 -0.019 0.263 0.113 0.570
Cl -2.81605 0.78259 8.02625 0.114 0.069 0.001 0.499
H -0.50783 1.11274 8.32818 0.010 -0.036 -0.070 0.028
H -1.42487 2.63369 8.44275 -0.052 0.034 -0.068 0.028
C 2.91902 -4.23911 -6.37856 -0.106 -0.031 0.062 -1.016
Cl 2.62541 -2.99289 -7.59612 0.071 0.007 -0.063 0.530
Cl 4.53157 -4.10421 -5.66740 -0.017 0.006 0.065 0.518
H 2.18365 -4.12318 -5.59064 -0.017 0.035 -0.021 -0.017
H 2.82021 -5.21117 -6.84595 0.084 0.014 -0.050 0.033
C -6.30691 -0.98046 9.30643 -0.040 -0.031 0.100 -1.016
Cl -7.32758 0.33553 9.88708 0.030 -0.031 0.016 0.498
Cl -5.69020 -0.67029 7.67500 -0.078 -0.109 -0.033 0.471
H -5.46300 -1.08724 9.97761 0.035 0.064 -0.031 0.024
H -6.89096 -1.89252 9.28569 -0.037 0.023 -0.067 0.025
C -10.36619 2.87664 11.38874 -0.062 0.026 -0.006 -1.023
Cl -8.75929 3.38307 10.85185 -0.021 0.054 -0.015 0.486
Cl -10.31097 1.36258 12.29756 -0.033 -0.001 0.002 0.497
H -10.77609 3.64962 12.02718 0.058 -0.009 0.050 0.023
H -10.99181 2.73381 10.51614 0.047 -0.053 -0.027 0.024
C 5.61131 3.32905 -6.11180 -0.046 0.039 -0.028 -1.051
Cl 7.07657 2.50930 -5.55121 0.002 0.019 0.043 0.528
Cl 5.89595 4.26383 -7.57823 -0.040 -0.003 0.005 0.536
H 4.85568 2.57947 -6.32210 0.048 -0.033 -0.046 0.018
H 5.27260 4.00245 -5.33268 0.073 0.040 -0.002 0.019

---

| no. | HOMO (eV) |
| --- | --- |
| 1 | -8.33 |
| 2 | -11.66 |